(1)
C28H21F5IrN2O7S | wB97M-V/def2-TZVPD

Each line ends with the Löwdin charge.
Atoms and positions in Å:
1 Ir -0.76 -0.80 0.25  1.548
2 N -0.60 -2.03 2.45  0.038
3 C 0.30 -1.37 3.31  -0.271
4 C -0.13 -0.93 4.56  -0.039
5 C 0.71 -0.19 5.37  -0.093
6 C 1.99 0.12 4.94  -0.094
7 C 2.41 -0.32 3.69  -0.041
8 C 1.59 -1.07 2.85  -0.141
9 C 2.08 -1.48 1.50  -0.205
10 C 3.41 -1.88 1.39  -0.054
11 C 3.97 -2.16 0.16  -0.087
12 C 3.20 -2.04 -0.99  -0.081
13 C 1.88 -1.65 -0.89  -0.126
14 C 1.28 -1.37 0.35  -0.223
15 H -1.54 -2.13 2.80  0.091
16 H -0.27 -2.90 2.05  0.107
17 H -1.14 -1.16 4.87  0.113
18 H 0.35 0.17 6.33  0.099
19 H 2.65 0.71 5.55  0.097
20 H 3.40 -0.05 3.34  0.109
21 H 4.01 -1.98 2.29  0.107
22 H 5.01 -2.47 0.10  0.098
23 H 3.63 -2.25 -1.96  0.104
24 H 1.28 -1.58 -1.79  0.090
25 C -6.00 1.92 -3.09  -0.058
26 C -5.12 0.79 -2.64  -0.274
27 C -3.82 0.65 -3.13  -0.021
28 C -3.00 -0.39 -2.73  -0.046
29 C -3.49 -1.31 -1.81  -0.289
30 C -4.77 -1.19 -1.30  -0.058
31 C -5.58 -0.15 -1.72  -0.046
32 S -2.45 -2.62 -1.22  0.476
33 O -2.98 -3.88 -1.66  -0.287
34 O -1.09 -2.28 -1.69  -0.384
35 O -2.44 -2.44 0.26  -0.432
36 H -5.41 2.75 -3.47  0.073
37 H -6.62 2.28 -2.27  0.074
38 H -6.67 1.60 -3.90  0.078
39 H -3.43 1.39 -3.82  0.117
40 H -1.98 -0.45 -3.08  0.090
41 H -5.13 -1.90 -0.57  0.118
42 H -6.58 -0.05 -1.32  0.109
43 O 0.03 0.76 -3.35  0.041
44 C 0.35 0.96 -2.18  -0.600
45 O -0.42 0.83 -1.16  -0.179
46 C 1.79 1.33 -1.86  -0.119
47 C 2.70 1.45 -2.91  0.001
48 C 4.03 1.72 -2.66  0.004
49 C 4.43 1.86 -1.34  -0.149
50 C 3.55 1.75 -0.28  0.018
51 C 2.22 1.49 -0.55  -0.008
52 N 5.86 2.12 -1.06  -0.355
53 O 6.20 2.24 0.10  0.061
54 O 6.63 2.14 -2.00  0.057
55 H 2.33 1.32 -3.92  0.118
56 H 4.76 1.81 -3.46  0.113
57 H 3.91 1.87 0.74  0.117
58 H 1.51 1.39 0.26  0.100
59 F -2.52 0.13 2.48  -0.007
60 C -1.96 0.68 1.33  -0.437
61 F -3.03 1.11 0.58  0.030
62 C -1.29 1.97 1.84  -0.601
63 F -2.10 2.66 2.67  0.133
64 F -0.17 1.68 2.53  0.128
65 F -0.96 2.80 0.84  0.147

Computed properties:
charge: -1
spin multiplicity: 5
⟨S²⟩: 6.01
DFT total energy: -73949.33710 eV
frontier orbital gap (spin up / spin down): 6.43 / 6.99 eV


(2)
C6H9N | wB97M-V/def2-TZVPD

Each line ends with the Löwdin charge.
Atoms and positions in Å:
1 C -0.21 1.69 0.40  0.108
2 C 0.61 0.64 0.34  -0.342
3 N 2.02 0.77 0.35  0.075
4 C 2.46 -0.44 0.29  -0.143
5 C 1.41 -1.46 0.22  -0.019
6 C 0.24 -0.79 0.25  -0.246
7 C -1.16 -1.32 0.19  -0.049
8 H -1.29 1.56 0.40  0.051
9 H 0.19 2.69 0.46  0.074
10 H 3.53 -0.64 0.28  0.106
11 H 1.56 -2.53 0.15  0.105
12 H -1.17 -2.41 0.11  0.078
13 H -1.70 -0.91 -0.67  0.080
14 H -1.72 -1.04 1.09  0.085
15 H -2.74 2.18 -1.94  0.027
16 H -2.02 2.00 -1.93  0.011

Computed properties:
energy relative to the best compared isomer or geometry (same formula, charge and spin): 2.149 eV
charge: 0
spin multiplicity: 1
SMILES: C=C1N=CC=C1C.[H][H]
DFT total energy: -7856.01107 eV
frontier orbital gap: 9.14 eV


(3)
C10H15Cl9F3NO3 | wB97M-V/def2-TZVPD

Each line ends with the Löwdin charge.
Atoms and positions in Å:
1 C -0.78 1.04 -3.33  -0.059
2 C -0.63 1.69 -1.96  -0.229
3 O -1.81 2.06 -1.33  0.023
4 C -1.84 2.71 -0.16  -0.318
5 O -0.81 3.09 0.41  0.122
6 C -3.22 3.05 0.44  -0.538
7 F -3.17 4.31 0.94  0.149
8 F -4.12 3.02 -0.54  0.166
9 F -3.60 2.24 1.41  0.184
10 H -1.40 0.15 -3.41  0.077
11 H 0.23 0.74 -3.63  0.080
12 H -1.13 1.65 -4.15  0.078
13 H -0.04 2.59 -2.12  0.131
14 H -0.15 1.01 -1.26  0.134
15 Cl -2.53 -4.77 -2.19  0.467
16 C -2.15 -6.49 -2.64  -1.599
17 Cl -1.74 -6.59 -4.31  0.553
18 Cl -3.46 -7.54 -2.30  0.562
19 H -1.30 -6.74 -2.01  0.016
20 Cl -0.15 -3.72 5.31  0.514
21 C -0.73 -3.35 3.68  -1.584
22 Cl -0.93 -4.78 2.77  0.570
23 Cl 0.27 -2.06 2.89  0.495
24 H -1.69 -2.86 3.86  0.005
25 Cl -6.24 -1.53 1.06  0.520
26 C -7.19 -1.91 2.51  -1.487
27 Cl -8.31 -3.25 2.19  0.506
28 Cl -8.13 -0.44 3.12  0.451
29 H -6.61 -2.25 3.36  0.010
30 C 5.11 3.34 -0.29  -0.041
31 N 6.03 2.32 0.24  -0.167
32 C 7.48 2.42 -0.06  -0.049
33 C 5.61 1.22 0.90  -0.344
34 O 6.33 0.30 1.29  -0.015
35 H 5.25 3.44 -1.37  0.084
36 H 5.11 4.34 0.15  0.082
37 H 4.10 2.97 -0.08  0.075
38 H 8.15 1.67 0.35  0.082
39 H 7.75 2.41 -1.11  0.081
40 H 7.91 3.36 0.29  0.081
41 H 4.52 1.15 1.09  0.131

Computed properties:
energy relative to the best compared isomer or geometry (same formula, charge and spin): 1.467 eV
charge: 0
spin multiplicity: 1
SMILES: CCOC(=O)C(F)(F)F.ClC(Cl)Cl.ClC(Cl)Cl.ClC(Cl)Cl.CN(C)C=O
DFT total energy: -139099.00083 eV
frontier orbital gap: 9.56 eV